Entry A
One molecule with the formula C7H13N3O2. Source: the Open Molecules 2025 dataset; level of theory: the ωB97M-V functional and the def2-TZVPD basis.

Each line ends with the natural charge from an NBO analysis.
Atoms and positions in Å:
C  -0.528  1.306  -1.836  -0.433
C  -1.097  1.119  1.806  0.093
H  2.588  0.290  -0.871  0.214
O  -1.643  -2.078  -0.647  -0.363
N  -1.627  -0.896  -0.390  0.489
H  -0.709  3.044  0.541  0.212
H  0.025  -2.344  1.397  0.239
H  1.792  -2.265  1.589  0.216
C  -1.051  1.932  0.543  -0.289
H  -1.455  1.649  2.629  0.199
O  -2.631  -0.213  -0.417  -0.393
N  -0.140  1.184  -0.348  -0.471
H  2.120  0.584  0.721  0.228
H  0.815  -1.504  -1.164  0.227
H  -2.066  2.001  0.270  0.219
H  1.117  -3.272  0.383  0.214
C  0.949  -2.271  0.852  -0.595
H  0.112  2.132  -2.242  0.207
N  -0.668  -0.060  1.740  -0.381
H  3.039  -0.837  0.185  0.210
C  2.209  -0.293  -0.037  -0.596
C  0.956  -1.145  -0.221  -0.334
C  -0.239  -0.242  -0.035  0.471
H  -0.422  0.410  -2.469  0.212
H  -1.446  1.773  -1.977  0.206

Values from the calculation:
Orbital gap = 9.93 eV
Structure (SMILES) = CC(C)[C@@]1([N+](=O)[O-])N=CCN1C



Entry B
One molecule with the formula C7H13N3O2. Source: the Open Molecules 2025 dataset; level of theory: the ωB97M-V functional and the def2-TZVPD basis.

Each line ends with the natural charge from an NBO analysis.
Atoms and positions in Å:
H  -0.095  2.171  -1.824  0.210
H  -1.341  -1.967  2.283  0.200
C  -0.588  -1.611  1.557  -0.372
H  0.204  -0.996  2.034  0.192
H  -2.736  -1.807  -0.424  0.224
N  -0.486  1.158  0.320  -0.313
C  -0.671  -1.649  0.246  -0.061
H  1.611  1.675  -2.174  0.233
H  -1.336  -2.544  -1.458  0.220
C  0.789  1.035  -0.272  0.216
H  1.696  2.136  1.378  0.233
C  -1.754  -2.379  -0.463  -0.646
H  0.948  -2.226  -1.218  0.176
C  0.954  2.088  -1.470  -0.605
H  -1.989  -3.274  0.110  0.228
N  -0.924  2.136  0.885  0.592
H  1.834  0.248  1.525  0.213
H  2.882  1.383  0.322  0.226
N  1.041  -0.288  -0.843  -0.421
H  1.279  3.093  -0.981  0.224
C  0.497  -1.342  -0.612  0.131
O  -2.241  2.032  1.329  -0.534
H  -2.691  1.335  0.915  0.482
O  -0.384  3.104  1.314  -0.425
C  1.875  1.226  0.858  -0.621

Values from the calculation:
Orbital gap = 10.09 eV
Structure (SMILES) = C=C(C)/C=N\C(C)(C)/N=[N+](\[O-])O



Least stable: entry B



Entry A
A 2-piece molecular cluster, C6H9N2O overall. Source: the Open Molecules 2025 dataset; level of theory: the ωB97M-V functional and the def2-TZVPD basis.

Each line ends with the natural charge from an NBO analysis.
Atoms and positions in Å:
C  -0.227  -0.346  0.276  0.410
H  -0.379  -2.880  0.592  0.371
H  -2.381  1.973  0.895  0.246
H  2.037  -1.444  -0.855  0.265
C  -1.407  0.168  0.777  -0.291
C  -1.592  1.486  0.428  -0.057
O  -0.353  -1.907  2.363  -0.546
H  -0.710  3.050  -0.734  0.255
N  0.533  0.064  -0.717  -0.324
C  1.683  -0.560  -1.386  -0.435
H  1.297  -0.986  -2.334  0.243
C  -0.613  2.095  -0.342  -0.245
C  0.293  1.373  -0.994  0.087
N  0.245  -2.182  1.137  -0.243
H  0.209  -1.397  2.942  0.489
H  0.886  1.758  -1.790  0.234
H  2.545  0.151  -1.659  0.257
H  -2.064  -0.417  1.400  0.284

Values from the calculation:
Charge = +1
Orbital gap = 8.98 eV



Entry B
An isolated ion of composition C6H9N2O and charge +1. Source: the Open Molecules 2025 dataset; level of theory: the ωB97M-V functional and the def2-TZVPD basis.

Each line ends with the natural charge from an NBO analysis.
Atoms and positions in Å:
H  -2.326  -2.826  0.423  0.459
C  -0.813  1.538  0.207  -0.522
H  -1.021  2.153  1.094  0.288
N  -2.862  0.318  -0.305  -0.499
H  3.909  -0.661  0.350  0.195
H  -0.459  -0.736  0.820  0.237
H  -0.453  2.363  -0.475  0.302
H  3.515  -1.984  -0.418  0.211
C  -0.108  0.238  0.376  -0.404
C  1.187  0.182  0.099  0.244
C  3.194  -0.985  -0.366  -0.267
C  -2.752  -0.930  -0.063  0.759
C  -2.222  1.452  -0.159  0.358
O  1.961  -0.928  0.328  -0.490
H  3.300  -0.571  -1.298  0.193
N  -2.888  -2.110  0.038  -0.516
H  -2.952  2.367  -0.323  0.264
H  1.790  1.123  -0.327  0.187

Values from the calculation:
Charge = +1
Orbital gap = 7.46 eV
Structure (SMILES) = CO/C=C/C/C=N\C#[NH+]



Least stable: entry A